[1]
# C30H44AlB2BeBr3Cl2F17IN2NaO7S2Si

A structure of composition C30H44AlB2BeBr3Cl2F17IN2NaO7S2Si (the ωB97M-V functional and the def2-TZVPD basis, the OMol25 dataset).

```
! wB97M-V def2-TZVPD RIJCOSX def2/J DEFGRID3
* xyz 1 1
C 0.0853 2.5176 3.4986
C 0.6817 1.1133 3.9331
C 2.2135 1.0479 3.5900
C 2.5411 1.3825 2.0645
C 1.6255 0.4276 1.1564
C 2.4723 0.0691 -0.1216
C 1.9216 -1.1209 -0.9962
C 0.7660 -0.7790 -1.9974
F 0.1582 -1.8932 -2.5810
F 1.3729 -0.0676 -3.0462
C -0.3704 0.1428 -1.4616
C -1.2132 -0.4515 -0.2655
Si -2.7156 -1.5035 -0.7910
C -2.0877 -3.3313 -0.8597
C -3.4111 -1.0911 -2.4997
C -3.9898 -1.4580 0.6332
C -5.1154 -2.5036 0.6387
C -6.1251 -2.5919 1.6886
C -6.0280 -1.6180 2.7896
C -4.9783 -0.5953 2.8153
C -3.9711 -0.5116 1.7503
C 1.6295 -2.4035 -0.1071
O 2.8732 -3.0115 0.3077
C 3.9055 -2.5881 -0.5534
O 5.0416 -2.8594 -0.3879
C 3.2204 -1.7255 -1.7065
Cl 4.4602 -0.5027 -2.3028
C 3.0197 -2.6135 -2.9918
C 2.5095 -4.0808 -2.7218
C 2.5808 -4.8432 -4.1145
I 1.0756 -4.2183 -5.5035
H -0.5694 2.4599 2.5988
H -0.5247 2.9766 4.3214
H 0.9920 3.2190 3.3366
H 0.5062 0.9793 5.0375
H 0.1157 0.2904 3.4140
H 2.5915 0.0139 3.8792
H 2.8150 1.7921 4.2137
H 2.3517 2.4601 1.8250
H 3.6360 1.1672 1.9371
H 0.7223 1.0566 0.9219
H 1.3597 -0.4408 1.8062
H 3.5313 -0.0564 0.2142
H 2.4578 0.9830 -0.7819
H 0.1030 1.1148 -1.1427
H -1.0415 0.4183 -2.3250
H -0.6220 -1.0436 0.4778
H -1.6243 0.4344 0.3078
H -2.9726 -4.0313 -0.8223
H -1.4981 -3.5232 0.0818
H -1.5316 -3.5635 -1.7976
H -2.6500 -1.4218 -3.2650
H -3.5881 0.0094 -2.6756
H -4.3665 -1.6718 -2.7457
H -5.1747 -3.2545 -0.1894
H -6.9148 -3.3817 1.6684
H -6.7540 -1.6644 3.6286
H -4.9491 0.1021 3.6798
H -3.1938 0.2825 1.8239
H 1.0440 -2.2722 0.8362
H 1.0639 -3.2064 -0.6488
H 4.0347 -2.7099 -3.4738
H 2.3582 -2.1620 -3.7755
H 1.4149 -4.0938 -2.4575
H 3.1395 -4.6872 -2.0259
H 3.5813 -4.5408 -4.5629
H 2.6453 -5.9685 -3.9920
Al 4.1888 1.5385 4.8866
Cl 0.4947 4.7216 2.1194
C -3.9062 4.2964 1.6902
Br -2.8045 3.4400 0.3464
Br -4.9863 3.0122 2.6545
Br -2.8564 5.3925 2.8867
H -4.5897 4.9575 1.1671
B 3.2372 -1.5664 -7.2982
F 2.1738 -2.1670 -8.0427
F 2.7273 -1.1721 -6.0137
F 4.2699 -2.5164 -7.1134
F 3.7275 -0.4440 -7.9854
B 0.4309 -8.1633 -3.5842
F 0.3290 -6.9866 -2.7674
F -0.2202 -9.2409 -2.9535
F -0.1855 -7.9120 -4.8494
F 1.8014 -8.4761 -3.7824
C 4.0012 2.0628 9.7687
O 3.8449 1.3123 8.8219
N 4.1993 3.4012 9.6816
C 4.3776 4.2280 10.8565
C 4.2342 4.0250 8.3724
H 3.9930 1.6943 10.8059
H 3.5792 4.9914 10.8825
H 5.3515 4.7203 10.8048
H 4.3276 3.6293 11.7656
H 3.2849 3.8445 7.8617
H 5.0394 3.5795 7.7827
H 4.4004 5.0967 8.4660
Be 1.6270 5.0641 10.7187
F -5.3252 -1.0703 -4.2558
C -1.4463 1.4804 -5.9565
F -1.3658 0.1482 -6.0207
F -0.6334 1.8817 -4.9624
F -0.9337 1.9660 -7.0903
S -3.1629 2.0524 -5.6928
O -3.5508 1.4728 -4.4301
O -3.8900 1.5675 -6.8327
N -2.8495 3.6092 -5.6708
S -4.1364 4.5444 -5.4526
O -4.7333 4.4855 -4.1456
O -5.0625 4.5943 -6.5464
C -3.2605 6.1483 -5.4993
F -2.6248 6.3310 -6.6649
F -2.3264 6.2315 -4.5360
F -4.0916 7.1783 -5.3349
Na -3.3360 -3.3879 1.9574
*
```

Calculated values
HOMO level (Eh): -0.3899
HOMO-LUMO gap (eV): 1.102
Maximum force (eV/Å): 3.86
E (Ha): -13997.94808

[2]
# C3H4O3

A cluster of 2 separate species, C3H4O3 in total (the ωB97M-V functional and the def2-TZVPD basis, the OMol25 dataset).

```
! wB97M-V def2-TZVPD RIJCOSX def2/J DEFGRID3
* xyz 0 1
O 2.2251 -0.7056 -0.3072
C 1.2637 -0.2133 0.2259
C 0.5535 1.0769 -0.2294
O -0.6436 1.2453 -0.3132
H 0.9502 -0.4158 1.2690
H 1.2219 1.9448 -0.3114
C -1.3896 -0.8070 -0.0197
O -0.4271 -1.4155 -0.4450
H -2.2594 -0.5982 -0.6549
H -1.4821 -0.5191 1.0457
*
```

Calculated values
Energy relative to the best compared isomer or geometry (same formula, charge and spin) (kcal/mol): 72.6
Structure (SMILES): O=CC=O.C=O
HOMO level (Eh): -0.3622
HOMO-LUMO gap (eV): 9.569
Maximum force (eV/Å): 0.84
E (Ha): -342.34023

[3]
# C18H64F6N4O12P

A cluster of 13 separate species, C18H64F6N4O12P in total (the ωB97M-V functional and the def2-TZVPD basis, the OMol25 dataset).

```
! wB97M-V def2-TZVPD RIJCOSX def2/J DEFGRID3
* xyz -1 1
P 2.8891 -3.8165 -12.2435
F 3.0724 -4.6332 -10.8184
F 1.4058 -3.5914 -11.6833
F 3.3533 -2.3126 -11.6148
F 2.5999 -3.0658 -13.6753
F 4.3960 -4.2413 -12.8100
F 2.2908 -5.1603 -12.9175
C 2.2173 -4.6653 -6.5761
C 2.3422 -4.0842 -7.9276
O 1.1800 -4.5766 -8.5104
H 1.7776 -3.9105 -5.9241
H 3.2241 -4.6885 -6.1591
H 1.7432 -5.6431 -6.4918
H 3.2783 -4.3638 -8.4111
H 2.1972 -3.0083 -8.0247
H 0.7184 -3.8186 -8.8762
C 7.3606 -3.6075 -15.4166
C 7.7250 -2.9426 -14.0770
C 9.1659 -3.3896 -13.6199
O 9.4727 -2.6118 -12.4503
C 8.7751 -2.9134 -11.2582
N 7.5310 -1.5256 -14.2294
H 7.0385 -4.6487 -15.4005
H 8.1822 -3.7510 -16.1184
H 6.6692 -2.9736 -15.9718
H 7.0631 -3.3277 -13.3013
H 9.7987 -3.0256 -14.4293
H 9.2201 -4.4638 -13.4427
H 9.1837 -3.8370 -10.8482
H 7.6907 -2.9455 -11.3633
H 8.8844 -2.1796 -10.4596
H 8.0576 -1.3041 -15.0624
H 8.1058 -1.0695 -13.5354
C 6.4113 -6.9516 -12.2865
C 6.1579 -7.1038 -13.8227
C 6.9822 -8.2632 -14.5229
O 8.3678 -8.0639 -14.4624
C 9.0862 -9.1859 -14.9522
N 4.7198 -7.1966 -14.0853
H 5.9769 -6.0972 -11.7675
H 7.4519 -6.7697 -12.0179
H 6.0304 -7.7877 -11.7000
H 6.4046 -6.1285 -14.2422
H 6.6969 -8.1758 -15.5713
H 6.5087 -9.1247 -14.0520
H 10.1515 -8.9650 -15.0195
H 8.8101 -9.4243 -15.9793
H 8.9391 -10.0543 -14.3100
H 4.2219 -6.4732 -13.5864
H 4.7358 -7.0129 -15.0783
C -2.2681 -2.0814 -14.5106
C -0.7140 -1.9106 -14.6716
C -0.1681 -1.0525 -13.5345
O -0.8550 0.1719 -13.3266
C -0.6013 1.3735 -14.1823
N -0.1783 -3.2579 -14.6235
H -2.7285 -2.6880 -15.2905
H -2.6651 -1.0699 -14.5967
H -2.5155 -2.5421 -13.5542
H -0.4893 -1.4707 -15.6432
H 0.8788 -0.8036 -13.7077
H -0.0469 -1.5357 -12.5650
H -1.4256 2.0851 -14.2321
H -0.3574 0.9993 -15.1766
H 0.2739 1.9611 -13.9053
H 0.1943 -3.4456 -15.5433
H 0.7090 -3.2055 -14.1439
C 2.3951 -1.3538 -16.8857
C 3.7037 -1.3966 -17.7652
C 3.4794 -1.2919 -19.2916
O 2.6651 -2.3504 -19.7392
C 2.1415 -2.1833 -21.0405
N 4.4845 -0.2405 -17.2817
H 2.5530 -1.2223 -15.8152
H 1.7906 -2.2553 -16.9858
H 1.7690 -0.5503 -17.2737
H 4.1063 -2.3770 -17.5106
H 4.3967 -1.3514 -19.8775
H 3.0908 -0.2886 -19.4659
H 2.9582 -2.0307 -21.7461
H 1.4512 -1.3433 -20.9636
H 1.6037 -3.0467 -21.4321
H 4.6604 -0.3630 -16.2947
H 5.3842 -0.2794 -17.7390
O 1.2252 -1.4568 -10.1519
H 0.2963 -1.6743 -10.2300
H 1.6266 -1.8335 -10.9350
O 1.8404 -8.2255 -13.8014
H 1.4596 -8.1333 -14.6748
H 2.7202 -7.8573 -13.8832
O 3.7849 0.6469 -12.3783
H 4.3704 0.6490 -13.1356
H 3.4700 -0.2552 -12.3209
O 0.5003 -6.1638 -10.5508
H 1.2774 -6.2461 -11.1036
H 0.7865 -5.6251 -9.8131
O -1.1170 -4.5745 -11.9462
H -0.9755 -4.3029 -12.8531
H -1.0665 -3.7625 -11.4419
O 6.0332 -0.8702 -10.6787
H 5.1906 -0.4892 -10.9258
H 5.9565 -1.7950 -10.9136
O 4.7239 -0.9666 -14.5203
H 4.3142 -1.8198 -14.3774
H 5.6317 -1.0866 -14.2415
*
```

Calculated values
HOMO level (Eh): -0.2376
HOMO-LUMO gap (eV): 8.665
Maximum force (eV/Å): 3.34
E (Ha): -2786.81348

[4]
# C3H5NOS2

An isolated molecule of C3H5NOS2 (the ωB97M-V functional and the def2-TZVPD basis, the OMol25 dataset).

```
! wB97M-V def2-TZVPD RIJCOSX def2/J DEFGRID3
* xyz 0 1
S -3.0255 -0.5599 -0.2093
N -2.0036 0.6876 0.3131
C -0.7921 0.4767 0.1215
O -0.2680 -0.7201 -0.2120
C 1.0756 -0.6710 -0.4927
C 1.6966 0.3845 0.4149
S 0.4887 1.7225 0.4326
H -4.2156 -0.0433 0.0831
H 1.1591 -0.3631 -1.5687
H 1.4309 -1.7084 -0.3698
H 2.6464 0.7306 0.0080
H 1.8074 0.0638 1.4795
*
```

Calculated values
Energy relative to the best compared isomer or geometry (same formula, charge and spin) (kcal/mol): 25.1
Structure (SMILES): S/N=C1\OCCS1
HOMO level (Eh): -0.3049
HOMO-LUMO gap (eV): 8.958
Maximum force (eV/Å): 1.92
E (Ha): -1043.64920

[5]
# C4H24NO8S

A structure of composition C4H24NO8S (the ωB97M-V functional and the def2-TZVPD basis, the OMol25 dataset).

```
! wB97M-V def2-TZVPD RIJCOSX def2/J DEFGRID3
* xyz -1 1
C 0.7123 2.1106 -1.0813
C 0.3227 0.6399 -0.8845
C 0.3764 -0.1464 -2.1991
S 2.0906 -0.5845 -2.7008
N -1.0177 0.4480 -0.2625
C -2.1229 1.1156 -0.9453
O -2.1675 2.5097 -0.8192
H 0.7350 2.6524 -0.1201
H 1.7190 2.1888 -1.5350
H 0.0516 2.5906 -1.7287
H 0.9958 0.1418 -0.1443
H -0.2095 -1.0849 -2.1163
H -0.0431 0.4087 -3.0310
H 2.5734 -0.9549 -1.5007
H -1.0065 0.7503 0.7734
H -2.1708 0.9352 -2.0312
H -3.0782 0.7335 -0.5199
H 0.6423 -3.7189 -1.8917
H -0.5931 -3.3010 -1.3177
O -0.2390 -3.8550 -1.9837
H 0.9645 -1.8982 2.1307
H 0.1300 -2.6992 1.1351
O 0.8552 -2.7949 1.7504
H -0.5366 3.8159 1.4689
H -1.8305 2.8814 0.0631
O -1.3420 3.3970 1.5605
H 1.7723 -0.0800 3.1333
H 0.4830 0.4313 2.3783
O 1.4027 -0.2523 2.4019
H 2.5104 -0.7360 1.0689
H 2.3070 -2.2607 0.7381
O 2.8317 -1.4743 0.4759
H -1.1273 -1.3774 -0.0602
H -1.9711 -2.5390 0.4513
O -1.1396 -2.3220 0.0140
H -1.1823 0.7664 2.9943
H -1.0695 2.4413 1.9663
O -0.6289 1.1213 2.3689
*
```

Calculated values
Energy relative to the best compared isomer or geometry (same formula, charge and spin) (kcal/mol): 24.1
HOMO level (Eh): -0.2134
HOMO-LUMO gap (eV): 8.828
Maximum force (eV/Å): 10.03
E (Ha): -1221.72862

- What is the HOMO level in the third record?
  -0.2376 Eh